Model w:
Molecular formula: FH3OP2
Method: DFT, wB97M-V/def2-TZVPD

Geometry as XYZ:
```
7
Properties=species:S:1:pos:R:3:mulliken_charge:R:1
H -1.42022 -0.40283 0.45952 0.055
H -0.08058 -2.13609 -0.02622 0.099
H 1.76553 1.94160 -0.62090 0.350
F 2.12706 -1.25033 -0.03311 -0.322
O 1.27872 1.08912 -0.86525 -0.458
P -0.60581 -0.84756 -0.50403 -0.117
P 1.11752 0.05109 0.38827 0.394
```

As for the SMILES: OP(F)#[PH2]. As for the spin multiplicity: 1. For the gap between HOMO and LUMO, the calculation gives 9.7 eV.

---

Model x:
Molecular formula: FH3OP2
Method: DFT, wB97M-V/def2-TZVPD

Geometry as XYZ:
```
7
Properties=species:S:1:pos:R:3:mulliken_charge:R:1
O -1.26236 -0.58935 -0.67483 -0.670
H 0.17371 -0.09123 1.71852 0.035
H -2.16832 -0.74517 -0.33508 0.319
H -0.72202 -1.41872 -0.78385 0.338
F 1.80280 1.52385 -1.12936 -0.259
P 0.94027 1.58210 0.24368 0.303
P 1.23592 -0.26148 0.96092 -0.066
```

As for the spin multiplicity: 1. For the gap between HOMO and LUMO, the calculation gives 8.5 eV.

---

Which of them is least stable? Easy: model x.

---

Model w:
Molecular formula: FH3OP2
Method: DFT, wB97M-V/def2-TZVPD

Geometry as XYZ:
```
7
Properties=species:S:1:pos:R:3:mulliken_charge:R:1
P 0.70620 -0.05865 -0.58120 0.440
H -0.16244 -2.13754 0.44116 0.321
P -0.74117 1.17174 0.41056 -0.084
O 0.50042 -1.49179 0.74974 -0.623
F 2.08137 0.62758 -0.14721 -0.222
H -0.89489 1.83575 -0.93085 0.086
H -1.48949 0.05291 0.05781 0.081
```

As for the SMILES: OP(F)#[PH2]. As for the spin multiplicity: 1. For the gap between HOMO and LUMO, the calculation gives 10.0 eV.

---

Model x:
Molecular formula: FH3OP2
Method: DFT, wB97M-V/def2-TZVPD

Geometry as XYZ:
```
7
Properties=species:S:1:pos:R:3:mulliken_charge:R:1
H 0.38892 -1.12253 0.35822 0.317
P 0.49144 1.18374 -0.35189 0.242
F 1.49593 1.60816 0.90916 -0.283
H -1.88636 1.09851 -0.63084 0.072
P -1.13293 1.28539 0.65829 -0.035
O -0.06757 -1.58485 -0.32574 -0.654
H 0.71058 -2.46841 -0.61721 0.342
```

As for the spin multiplicity: 1. For the gap between HOMO and LUMO, the calculation gives 9.2 eV.

---

Which of them is least stable? Easy: model x.

---

Model w:
Molecular formula: C2H2ClP
Method: DFT, wB97M-V/def2-TZVPD

Geometry as XYZ:
```
6
Properties=species:S:1:pos:R:3:mulliken_charge:R:1
P 0.96973 0.37990 -1.09481 0.061
H -1.40363 -0.05016 -0.86932 0.351
C -0.51615 -0.47825 -0.58067 -0.832
C 0.96808 0.98469 0.53143 0.062
Cl 0.56111 0.50917 2.02946 -0.085
H -0.57914 -1.34535 -0.01608 0.443
```

As for the SMILES: C=P#CCl. As for the spin multiplicity: 1. For the gap between HOMO and LUMO (alpha / beta), the calculation gives 8.1 / 8.1 eV.

---

Model x:
Molecular formula: C2H2ClP
Method: DFT, wB97M-V/def2-TZVPD

Geometry as XYZ:
```
6
Properties=species:S:1:pos:R:3:mulliken_charge:R:1
Cl -2.17800 -0.89534 0.00761 -0.137
C -0.86818 0.12685 -0.08163 0.232
H 1.79133 -0.43249 -0.79518 0.228
P -0.25500 1.64626 0.04647 -0.060
H 0.85854 -0.41019 0.89588 0.223
C 0.65131 -0.03508 -0.07314 -0.486
```

As for the spin multiplicity: 1. For the gap between HOMO and LUMO, the calculation gives 8.8 eV.

---

Which of them is least stable? Easy: model w.

---

Model w:
Molecular formula: C6H13N3
Method: DFT, wB97M-V/def2-TZVPD

Geometry as XYZ:
```
22
Properties=species:S:1:pos:R:3:mulliken_charge:R:1
H 1.19538 1.22175 2.15752 0.428
C 0.06660 -1.67046 -0.67153 -1.151
H 1.62363 -2.12391 0.57930 0.262
H -2.57817 0.95153 0.56326 0.395
H -0.58570 -1.62877 0.19187 0.380
H 0.51975 0.07699 -2.02835 0.228
H -0.57247 -2.00815 -1.42027 0.517
H 1.21192 -0.45243 1.83600 0.221
N -2.85045 -0.64647 -0.74587 -0.646
N -0.89653 0.63979 -0.50753 -0.303
C 1.04756 2.08724 -0.23720 -1.694
H -0.33837 0.41269 2.23252 0.285
C 0.19522 -0.17783 -0.96682 -0.126
N 1.29181 -2.33426 -0.34881 -0.584
H -3.65000 -0.98066 -0.19347 0.212
C 0.42163 0.81325 0.15956 1.351
C 0.59406 0.46428 1.67958 -1.256
H 2.02574 2.14420 0.09834 0.457
H 2.07830 -2.14899 -1.02180 0.273
C -2.17841 0.33132 -0.24772 0.005
H 1.01328 2.23315 -1.32030 0.406
H 0.36523 2.79573 0.21172 0.340
```

As for the SMILES: [H]/N=C/N1[C@H](CN)C1(C)C. As for the spin multiplicity: 1. For the gap between HOMO and LUMO, the calculation gives 9.1 eV.

---

Model x:
Molecular formula: C6H13N3
Method: DFT, wB97M-V/def2-TZVPD

Geometry as XYZ:
```
22
Properties=species:S:1:pos:R:3:mulliken_charge:R:1
H 2.80474 1.34778 -0.68897 0.508
H -3.10381 1.64015 -0.21001 0.332
H -3.72377 0.70229 0.96943 0.420
N -1.81675 -1.34552 -0.09636 -0.626
C -0.60340 -1.58687 0.24289 -0.389
H -4.14961 0.32573 -0.52896 0.308
C 2.47678 -1.13147 -0.26182 -1.428
N -2.04819 -0.01511 -0.32586 0.284
H 0.80463 -0.18433 -1.43082 0.271
H 3.12995 -0.97209 0.69789 0.265
N -1.01415 0.82289 0.10230 -0.564
H -1.31340 1.49630 0.75407 0.229
H 1.87714 1.57938 0.78908 0.349
H 1.28344 2.15795 -0.60213 0.413
H 2.94798 -1.12510 -1.16802 0.480
C -3.28204 0.59331 0.00888 -0.952
C 1.34332 -0.03324 -0.47468 0.974
H -0.39650 -2.66366 0.46598 0.365
H 0.50160 -0.36795 1.69705 0.265
C 1.89146 1.37512 -0.25601 -1.650
H 2.10445 -2.17397 -0.20067 0.382
C 0.28615 -0.44158 0.51676 -0.236
```

As for the spin multiplicity: 1. For the gap between HOMO and LUMO, the calculation gives 8.5 eV.

---

Which of them is least stable? Easy: model x.

---

Model w:
Molecular formula: C6H13N3
Method: DFT, wB97M-V/def2-TZVPD

Geometry as XYZ:
```
22
Properties=species:S:1:pos:R:3:mulliken_charge:R:1
H -1.13476 1.69178 2.32323 0.433
H -1.28130 -2.82155 -0.53241 0.251
H 1.88290 1.55780 0.10175 0.332
H -2.26843 -0.87813 1.07290 0.266
N -0.25806 -0.94558 -0.71339 0.145
N 1.01666 0.81462 -1.71013 -0.589
H 0.05789 2.83202 1.68639 0.489
H -0.87542 -2.07013 1.69730 0.309
C -0.23442 -2.39434 -0.63068 -1.027
C -0.18321 1.11756 0.48470 0.708
H 0.48072 -2.74090 0.17330 0.339
H -1.10950 -0.44597 2.41444 0.450
H 0.23038 -2.75204 -1.55704 0.383
H 0.78117 2.62328 -0.75373 0.306
C 0.51365 -0.39700 -1.70233 0.094
N -0.13504 -0.34653 0.59859 -0.166
C -0.12789 1.80533 1.83870 -1.771
C 0.97269 1.55493 -0.44082 -0.699
C -1.18218 -0.95598 1.48442 -1.041
H -1.23531 1.42252 0.15042 0.160
H 0.79871 -0.96735 -2.63030 0.279
H 0.75611 1.50817 2.42435 0.350
```

As for the SMILES: C[C@H]1CN=CN(C)N1C. As for the spin multiplicity: 1. For the gap between HOMO and LUMO, the calculation gives 8.9 eV.

---

Model x:
Molecular formula: C6H13N3
Method: DFT, wB97M-V/def2-TZVPD

Geometry as XYZ:
```
22
Properties=species:S:1:pos:R:3:mulliken_charge:R:1
C 0.12655 -1.41061 1.93177 -1.092
H 0.60398 -2.30475 1.38003 0.217
H -1.83767 -1.49385 0.91456 0.360
C -0.48893 -0.65957 -1.42663 0.014
C 0.18306 2.55994 0.95100 -0.209
N -0.07883 -2.05994 -1.27796 -0.633
C -1.07418 -0.75453 1.20964 -0.929
H -1.45415 0.04086 1.83553 0.397
H 1.62492 -0.12823 -1.88650 0.334
H 0.33947 -2.39363 -2.20432 0.251
C 0.69265 0.30104 -1.52720 -0.772
H -0.69937 2.09167 1.45497 0.229
H -1.37684 0.80129 -0.20341 0.809
H -0.31017 -1.75009 2.91410 0.353
N 0.90822 1.97184 0.12531 -0.737
H 0.87395 -0.64877 2.00598 0.363
H 0.53735 1.32968 -2.02965 0.283
H 0.38794 3.67663 1.10492 0.262
C -0.69100 0.02759 -0.02987 -0.307
H -0.92591 -2.64970 -1.16424 0.226
N 0.73977 0.59407 -0.07990 0.224
H -1.23659 -0.49597 -2.14652 0.357
```

As for the SMILES: C=NN1C[C@@H](N)[C@H]1CC. As for the spin multiplicity: 1. For the gap between HOMO and LUMO, the calculation gives 9.8 eV.

---

Model y:
Molecular formula: C6H13N3
Method: DFT, wB97M-V/def2-TZVPD

Geometry as XYZ:
```
22
Properties=species:S:1:pos:R:3:mulliken_charge:R:1
H -0.41786 2.05606 1.62251 0.201
C -2.58531 -0.99983 0.03018 -0.406
H -3.06587 -1.86694 -0.44275 0.252
H -3.23315 -0.37077 0.82185 0.075
N -1.33585 -0.96561 -0.28177 -0.473
C 0.92319 -0.99048 -0.93118 -0.331
H 0.02202 -1.63569 -0.56065 0.313
N -0.81335 0.14242 0.07968 0.451
H 0.91597 -1.04289 1.50891 0.327
C 1.36752 1.11294 -0.56104 -0.806
C -1.29329 1.31240 0.63091 -0.759
H 1.40785 -1.40720 -1.93364 0.243
H 1.98262 -0.11121 2.06974 0.319
H -0.37206 0.83779 -1.91452 0.485
H -2.29824 0.95166 1.45551 0.204
H 1.28288 1.56244 0.38403 0.243
N 1.97123 -0.99206 1.33621 -0.777
H 2.13615 1.54148 -1.41255 0.287
C 1.89580 -0.44717 -0.01515 -0.484
H -1.54966 1.69090 -0.61272 0.311
H 2.86431 -0.71513 -0.26388 0.589
C 0.19511 0.33687 -1.00966 -0.266
```

As for the spin multiplicity: 1. For the gap between HOMO and LUMO, the calculation gives 8.7 eV.

---

Model z:
Molecular formula: C6H13N3
Method: DFT, wB97M-V/def2-TZVPD

Geometry as XYZ:
```
22
Properties=species:S:1:pos:R:3:mulliken_charge:R:1
H -2.41904 -2.28484 0.86850 0.187
C 0.71367 1.34610 1.74009 -0.641
N 0.49831 0.41981 0.58280 0.157
N -2.47410 -1.39331 0.37074 -0.610
C 1.90294 0.64084 0.05622 -0.503
H 2.66118 -0.10105 0.50795 0.204
H 1.78916 2.92245 0.67934 0.320
H 1.91034 0.70336 -1.08229 0.262
H 0.89795 0.68502 2.61529 0.316
N -1.57307 -0.40705 0.95051 -0.565
H -0.13365 0.18234 -2.56204 0.225
C -0.91542 -0.53049 -2.22565 -0.896
C -0.50651 -0.33300 0.24869 0.478
H -0.09957 2.08133 1.81599 0.274
H -0.89042 -2.23961 -0.70162 0.380
H -1.87233 -0.06603 -1.96378 0.292
C -0.33588 -1.32765 -1.00263 -0.553
C 1.88371 1.88005 0.96072 -0.483
H 2.76121 1.81028 1.64602 0.234
H -3.33627 -1.22501 0.85236 0.272
H -1.15820 -1.21532 -3.15957 0.281
H 0.69599 -1.54822 -1.19767 0.372
```

As for the SMILES: CC/C(=N\N)N1CCC1. As for the spin multiplicity: 1. For the gap between HOMO and LUMO, the calculation gives 8.7 eV.

---

Which of them is least stable? Easy: model y.

---

Model w:
Molecular formula: C5H8NO
Method: DFT, wB97M-V/def2-TZVPD

Geometry as XYZ:
```
15
Properties=species:S:1:pos:R:3:mulliken_charge:R:1
H -0.55897 1.24996 1.00852 0.284
C -1.57075 1.00027 0.69990 -0.788
H -0.39566 -2.04584 0.42982 0.408
H -2.23077 1.90462 0.54242 0.365
C 2.51385 -0.42068 -0.00310 -0.106
H 0.38563 -2.07008 -1.23677 0.313
H -0.60591 -0.73774 -0.56290 0.287
C 0.21057 -1.55735 -0.28041 -0.779
H -2.34519 0.27592 -1.12128 0.288
C 1.40487 -0.97436 -0.02269 0.395
N -1.42245 0.55869 -0.74251 -0.654
O 4.27200 1.02633 0.79532 -0.135
H -1.94612 0.07248 1.31634 0.279
C 3.47959 0.31584 0.44542 0.575
H -1.19067 1.40193 -1.26809 0.269
```

As for the spin multiplicity: 1. For the gap between HOMO and LUMO, the calculation gives 8.2 eV. As for the total charge: +1.

---

Model x:
Molecular formula: C5H8NO
Method: DFT, wB97M-V/def2-TZVPD

Geometry as XYZ:
```
15
Properties=species:S:1:pos:R:3:mulliken_charge:R:1
H 0.00541 -1.25788 2.65987 0.231
C -0.64501 -1.52921 1.85787 -0.518
H -2.97260 -1.36128 2.22283 0.464
H -1.16429 1.66384 0.84799 0.358
C -1.26303 -0.41823 1.12677 0.124
O 0.14075 0.77763 -0.37073 -0.441
H -0.39176 -2.45477 1.38216 0.248
C -0.85836 0.77421 0.37258 0.052
H 1.32139 0.24591 -3.14241 0.380
H 0.85187 2.48588 -1.85340 0.199
C 1.55915 1.71902 -1.39602 -0.221
H 1.09302 -0.15124 -1.38246 0.431
N 1.70887 0.45073 -2.12132 -0.330
H 2.69812 0.10952 -2.14277 0.401
C -2.08354 -1.05414 1.93901 -0.376
```

As for the spin multiplicity: 1. For the gap between HOMO and LUMO, the calculation gives 8.4 eV. As for the total charge: +1.

---

Model y:
Molecular formula: C5H8NO
Method: DFT, wB97M-V/def2-TZVPD

Geometry as XYZ:
```
15
Properties=species:S:1:pos:R:3:mulliken_charge:R:1
H 2.78661 -0.46892 -0.52519 0.318
N -2.24660 0.43065 0.19634 0.117
C 2.19972 0.17149 0.13512 -1.121
H 0.00014 0.82994 -1.19408 0.349
H 0.98005 -1.53540 0.56866 0.331
H 1.98384 1.14072 -0.22394 0.409
C -1.56314 -0.74501 -0.42851 0.323
C -2.72048 1.38005 0.58955 0.103
O -2.17473 -1.69828 -0.52831 -0.266
H 0.33508 -0.06196 1.28946 0.328
H 2.75838 0.13321 1.10396 0.315
H -3.24752 2.27286 0.85695 0.465
C -0.09094 -0.27790 -0.71880 -0.526
H 0.13239 -1.07054 -1.55213 0.268
C 0.86721 -0.50092 0.43092 -0.412
```

As for the SMILES: C#[N+]C(=O)CCC. As for the spin multiplicity: 1. For the gap between HOMO and LUMO, the calculation gives 10.0 eV. As for the total charge: +1.

---

Which of them is least stable? Easy: model x.